# 1
{"formula": "C40H36CrN3OP3SSe4", "method": "ωB97M-V/def2-TZVPD", "e_above_lowest_ev": 0.167, "lumo_ev": [0.2767, 0.2740], "total_charge": 0, "s_squared": 6.021, "multiplicity": 5, "symbols": ["Cr", "Se", "P", "C", "C", "C", "C", "C", "C", "C", "C", "C", "C", "C", "C", "C", "C", "N", "N", "N", "P", "Se", "C", "C", "C", "C", "C", "C", "C", "C", "C", "C", "C", "C", "H", "H", "H", "H", "H", "H", "H", "H", "H", "H", "H", "H", "H", "H", "H", "H", "H", "H", "H", "H", "Se", "P", "Se", "C", "C", "C", "C", "C", "C", "C", "C", "C", "C", "C", "C", "H", "H", "H", "H", "H", "H", "H", "H", "H", "H", "C", "S", "C", "O", "H", "H", "H", "H", "H", "H"], "xyz": [[0.265, 0.984, -1.620], [1.268, 1.130, 5.577], [0.199, -0.125, 4.282], [-1.532, -0.182, 4.832], [-2.152, -1.299, 5.379], [-3.452, -1.212, 5.869], [-4.134, -0.007, 5.817], [-3.518, 1.115, 5.273], [-2.225, 1.031, 4.787], [0.858, -1.816, 4.275], [0.922, -2.518, 5.481], [1.498, -3.777, 5.527], [2.045, -4.334, 4.377], [2.020, -3.626, 3.186], [1.426, -2.371, 3.133], [0.196, 0.407, 2.532], [-0.297, 0.012, 1.279], [0.277, 0.853, 0.387], [1.061, 1.707, 1.031], [1.029, 1.457, 2.307], [-1.439, -1.156, 0.493], [-0.963, -1.279, -1.603], [-3.152, -0.562, 0.693], [-3.922, -0.376, -0.454], [-5.232, 0.072, -0.358], [-5.784, 0.348, 0.882], [-5.017, 0.192, 2.028], [-3.707, -0.254, 1.937], [-1.290, -2.801, 1.236], [-0.616, -3.798, 0.535], [-0.477, -5.064, 1.087], [-1.007, -5.345, 2.337], [-1.681, -4.356, 3.039], [-1.824, -3.094, 2.487], [-1.627, -2.243, 5.428], [-3.925, -2.087, 6.298], [-5.142, 0.061, 6.206], [-4.047, 2.059, 5.233], [-1.734, 1.910, 4.387], [0.555, -2.058, 6.390], [1.544, -4.314, 6.466], [2.508, -5.313, 4.417], [2.464, -4.046, 2.293], [1.420, -1.824, 2.200], [-3.494, -0.591, -1.422], [-5.818, 0.203, -1.258], [-6.806, 0.697, 0.957], [-5.429, 0.427, 2.999], [-3.126, -0.314, 2.843], [-0.199, -3.581, -0.439], [0.050, -5.831, 0.534], [-0.892, -6.332, 2.767], [-2.094, -4.565, 4.018], [-2.353, -2.344, 3.047], [0.318, 1.079, -4.219], [2.461, 1.273, -3.876], [2.871, 1.372, -1.766], [3.324, -0.108, -4.675], [4.356, -0.762, -4.011], [5.028, -1.809, -4.630], [4.670, -2.206, -5.908], [3.633, -1.562, -6.572], [2.959, -0.519, -5.957], [3.037, 2.778, -4.726], [3.848, 3.691, -4.061], [4.269, 4.850, -4.705], [3.881, 5.101, -6.011], [3.065, 4.194, -6.678], [2.641, 3.040, -6.039], [4.625, -0.451, -3.010], [5.830, -2.314, -4.107], [5.193, -3.024, -6.387], [3.344, -1.878, -7.566], [2.128, -0.045, -6.466], [4.145, 3.494, -3.039], [4.903, 5.554, -4.180], [4.209, 6.004, -6.510], [2.755, 4.389, -7.697], [1.983, 2.353, -6.558], [-2.341, 4.938, -1.821], [-1.369, 3.679, -2.614], [0.154, 4.587, -2.754], [-1.146, 2.671, -1.506], [-2.482, 5.764, -2.521], [-1.829, 5.264, -0.916], [-3.302, 4.491, -1.574], [0.000, 5.443, -3.412], [0.886, 3.907, -3.188], [0.460, 4.894, -1.753]]}

***

# 2
{"formula": "C40H36CrN4O7S4", "method": "ωB97M-V/def2-TZVPD", "e_above_lowest_ev": 1.547, "lumo_ev": [-4.0280, -4.5888], "total_charge": 1, "s_squared": 3.793, "multiplicity": 4, "symbols": ["Cr", "C", "O", "C", "N", "C", "C", "C", "C", "C", "C", "C", "C", "C", "C", "C", "C", "N", "C", "N", "C", "C", "O", "C", "C", "C", "C", "C", "C", "H", "H", "H", "H", "H", "H", "H", "H", "H", "H", "H", "H", "H", "H", "H", "H", "H", "H", "H", "C", "C", "C", "C", "C", "C", "C", "S", "O", "O", "O", "H", "H", "H", "H", "H", "H", "H", "S", "C", "N", "C", "C", "S", "H", "H", "H", "H", "H", "O", "C", "O", "C", "C", "C", "C", "S", "C", "C", "H", "H", "H", "H", "H"], "xyz": [[0.151, 0.435, -0.117], [2.675, 3.598, -1.961], [1.329, 3.545, -2.441], [0.702, 2.627, -1.720], [1.388, 2.036, -0.778], [2.635, 2.804, -0.635], [3.938, 2.116, -0.292], [5.129, 2.807, -0.504], [6.332, 2.267, -0.083], [6.365, 1.027, 0.535], [5.185, 0.338, 0.751], [3.979, 0.892, 0.355], [-0.742, 2.512, -1.697], [-1.764, 3.176, -2.362], [-3.054, 3.038, -1.851], [-3.298, 2.372, -0.651], [-2.218, 1.749, -0.032], [-1.028, 1.756, -0.640], [-1.975, 1.253, 1.307], [-0.724, 1.030, 1.626], [-0.645, 1.241, 3.076], [-2.097, 0.942, 3.489], [-2.842, 1.281, 2.307], [0.458, 0.584, 3.866], [0.398, 0.620, 5.257], [1.450, 0.134, 6.014], [2.566, -0.407, 5.395], [2.643, -0.413, 4.014], [1.604, 0.102, 3.257], [2.943, 4.648, -1.845], [3.329, 3.119, -2.698], [2.437, 3.489, 0.209], [5.119, 3.786, -0.959], [7.241, 2.835, -0.213], [7.306, 0.608, 0.856], [5.193, -0.620, 1.253], [3.052, 0.388, 0.570], [-1.571, 3.761, -3.246], [-3.879, 3.499, -2.372], [-4.290, 2.334, -0.228], [-0.467, 2.330, 3.182], [-2.472, 1.555, 4.306], [-2.243, -0.124, 3.703], [-0.458, 1.056, 5.749], [1.410, 0.199, 7.091], [3.379, -0.797, 5.989], [3.519, -0.793, 3.515], [1.674, 0.153, 2.181], [-2.293, -5.995, -4.709], [-2.000, -4.685, -4.049], [-2.835, -3.587, -4.237], [-2.579, -2.392, -3.590], [-1.483, -2.283, -2.753], [-0.630, -3.354, -2.560], [-0.895, -4.548, -3.209], [-1.260, -0.726, -1.922], [0.143, -0.247, -2.095], [-2.225, 0.193, -2.458], [-1.401, -0.912, -0.450], [-3.202, -5.938, -5.300], [-2.414, -6.777, -3.960], [-1.476, -6.299, -5.361], [-3.703, -3.666, -4.874], [-3.216, -1.530, -3.710], [0.222, -3.251, -1.904], [-0.247, -5.397, -3.049], [-1.049, -2.300, 2.420], [-0.234, -3.648, 2.904], [-0.780, -4.688, 3.546], [0.111, -5.687, 4.093], [1.354, -5.645, 3.220], [1.472, -3.903, 2.643], [-1.742, -4.652, 3.845], [-0.359, -6.670, 4.057], [0.358, -5.451, 5.136], [1.259, -6.279, 2.337], [2.264, -5.891, 3.758], [6.595, -2.163, -3.907], [6.482, -2.598, -2.641], [7.377, -3.193, -2.108], [5.186, -2.316, -1.952], [4.862, -3.083, -0.831], [3.692, -2.857, -0.142], [2.821, -1.847, -0.559], [1.373, -1.526, 0.359], [3.149, -1.067, -1.668], [4.323, -1.297, -2.352], [5.798, -1.719, -4.229], [5.559, -3.843, -0.517], [3.437, -3.434, 0.732], [2.466, -0.291, -1.979], [4.581, -0.637, -3.170]]}

***

# 3
{"formula": "C40H36F9O10P2S", "method": "ωB97M-V/def2-TZVPD", "lumo_ev": -4.1036, "total_charge": 1, "multiplicity": 1, "symbols": ["C", "C", "C", "C", "C", "P", "C", "C", "C", "O", "P", "O", "O", "O", "S", "O", "O", "C", "F", "F", "C", "F", "F", "C", "F", "F", "C", "F", "F", "F", "H", "H", "H", "H", "H", "H", "H", "H", "H", "H", "H", "H", "H", "H", "H", "H", "H", "H", "H", "H", "C", "C", "C", "C", "C", "C", "C", "O", "C", "C", "C", "C", "C", "C", "C", "O", "H", "H", "H", "H", "H", "H", "H", "H", "C", "C", "C", "C", "C", "C", "C", "O", "C", "C", "C", "C", "C", "C", "C", "O", "H", "H", "H", "H", "H", "H", "H", "H"], "xyz": [[-1.122, -1.425, 4.553], [-1.559, -2.397, 3.445], [-2.506, -3.500, 3.951], [-0.328, -3.000, 2.755], [-0.562, -3.455, 1.309], [-0.805, -2.130, 0.106], [-0.658, -0.472, 0.804], [-0.278, 0.696, -0.130], [1.004, 1.414, 0.322], [1.022, 2.759, -0.083], [0.605, -2.607, -1.566], [1.146, -3.889, -1.174], [-0.221, -2.640, -2.906], [1.643, -1.418, -1.635], [-2.946, -2.393, -0.412], [-3.116, -3.776, -0.687], [-3.604, -1.729, 0.664], [-3.219, -1.487, -2.065], [-2.167, -0.659, -2.231], [-3.181, -2.423, -2.989], [-4.574, -0.716, -2.154], [-5.023, -0.745, -3.413], [-5.437, -1.400, -1.379], [-4.514, 0.762, -1.660], [-4.001, 0.762, -0.426], [-5.769, 1.186, -1.609], [-3.694, 1.765, -2.564], [-2.505, 2.013, -2.000], [-3.477, 1.253, -3.777], [-4.347, 2.925, -2.672], [-1.832, -1.407, 5.375], [-1.054, -0.404, 4.169], [-0.134, -1.674, 4.943], [-2.137, -1.820, 2.718], [-3.257, -3.757, 3.202], [-1.966, -4.409, 4.217], [-3.053, -3.163, 4.828], [0.524, -2.320, 2.813], [-0.019, -3.893, 3.299], [0.292, -4.014, 0.922], [-1.417, -4.135, 1.250], [-1.647, -0.285, 1.233], [0.029, -0.540, 1.650], [-0.159, 0.372, -1.162], [-1.084, 1.425, -0.118], [1.097, 1.337, 1.412], [1.882, 0.957, -0.131], [0.364, 3.257, 0.410], [-0.145, -1.920, -3.545], [1.488, -0.807, -2.370], [-6.924, 5.062, 0.004], [-5.905, 4.241, -0.463], [-4.784, 4.016, 0.316], [-4.663, 4.609, 1.564], [-5.677, 5.448, 2.026], [-6.808, 5.666, 1.246], [-5.563, 6.131, 3.349], [-6.444, 6.851, 3.759], [-4.319, 5.894, 4.140], [-4.165, 6.554, 5.352], [-3.026, 6.346, 6.112], [-2.039, 5.474, 5.669], [-2.186, 4.814, 4.461], [-3.323, 5.025, 3.688], [-3.449, 4.324, 2.382], [-2.599, 3.547, 1.988], [-7.805, 5.235, -0.600], [-5.942, 3.750, -1.423], [-3.980, 3.379, -0.028], [-7.585, 6.313, 1.628], [-4.944, 7.227, 5.683], [-2.906, 6.865, 7.054], [-1.153, 5.311, 6.268], [-1.427, 4.135, 4.099], [11.037, -3.020, -5.118], [11.331, -2.383, -3.918], [10.339, -2.184, -2.973], [9.043, -2.615, -3.229], [8.744, -3.243, -4.442], [9.747, -3.448, -5.381], [7.359, -3.688, -4.762], [7.091, -4.238, -5.806], [6.297, -3.425, -3.742], [4.987, -3.792, -4.028], [3.989, -3.569, -3.095], [4.292, -2.981, -1.871], [5.597, -2.618, -1.583], [6.602, -2.831, -2.519], [7.997, -2.403, -2.191], [8.253, -1.900, -1.120], [11.817, -3.179, -5.851], [12.339, -2.043, -3.719], [10.551, -1.696, -2.032], [9.500, -3.943, -6.310], [4.772, -4.255, -4.981], [2.972, -3.868, -3.319], [3.522, -2.810, -1.136], [5.858, -2.163, -0.637]]}

***

# 4
{"formula": "C40H37As2Cl2IrO3", "method": "ωB97M-V/def2-TZVPD", "e_above_lowest_ev": 0.000, "lumo_ev": [-7.6704, -11.0530], "total_charge": 3, "s_squared": 8.798, "multiplicity": 6, "symbols": ["Ir", "C", "C", "C", "C", "C", "C", "H", "H", "H", "H", "H", "H", "C", "C", "As", "C", "C", "C", "C", "C", "C", "C", "C", "C", "C", "C", "C", "As", "C", "C", "C", "C", "C", "C", "C", "C", "C", "C", "C", "C", "H", "H", "H", "H", "H", "H", "H", "H", "H", "H", "H", "H", "H", "H", "H", "H", "H", "H", "H", "H", "H", "H", "H", "H", "Cl", "C", "Cl", "H", "H", "O", "C", "C", "C", "C", "C", "C", "C", "O", "O", "H", "H", "H", "H", "H"], "xyz": [[1.653, 0.675, 0.773], [3.054, 1.701, 3.294], [2.443, 2.945, 3.340], [2.382, 3.737, 2.198], [2.936, 3.290, 0.999], [3.591, 2.053, 0.944], [3.644, 1.245, 2.104], [3.144, 1.108, 4.196], [2.045, 3.316, 4.276], [1.941, 4.724, 2.250], [2.934, 3.933, 0.128], [4.186, 1.797, 0.076], [4.278, 0.367, 2.119], [-1.628, 1.221, -1.169], [-2.542, 0.127, -0.638], [-1.792, -1.690, -0.484], [-3.293, -2.842, -0.302], [-3.189, -4.191, -0.664], [-4.271, -5.030, -0.476], [-5.427, -4.546, 0.130], [-5.517, -3.212, 0.525], [-4.447, -2.362, 0.331], [-0.923, -1.998, -2.181], [-1.561, -2.687, -3.214], [-0.934, -2.792, -4.447], [0.325, -2.245, -4.648], [0.968, -1.570, -3.614], [0.345, -1.449, -2.384], [-0.350, 2.111, 0.058], [-1.549, 2.908, 1.359], [-1.100, 3.225, 2.637], [-1.945, 3.860, 3.535], [-3.238, 4.191, 3.156], [-3.682, 3.895, 1.875], [-2.842, 3.255, 0.975], [0.126, 3.612, -1.059], [0.495, 3.404, -2.385], [0.780, 4.493, -3.195], [0.716, 5.779, -2.675], [0.363, 5.982, -1.348], [0.074, 4.898, -0.531], [-2.251, 2.046, -1.508], [-1.073, 0.876, -2.040], [-3.355, -0.043, -1.348], [-2.980, 0.415, 0.318], [-2.274, -4.581, -1.093], [-4.213, -6.064, -0.787], [-6.256, -5.217, 0.314], [-6.421, -2.844, 0.992], [-4.519, -1.331, 0.654], [-2.547, -3.108, -3.076], [-1.437, -3.305, -5.257], [0.811, -2.340, -5.610], [1.951, -1.144, -3.766], [0.848, -0.922, -1.581], [-0.091, 2.979, 2.934], [-1.593, 4.098, 4.531], [-3.896, 4.690, 3.855], [-4.682, 4.171, 1.568], [-3.209, 3.056, -0.022], [0.565, 2.400, -2.790], [1.054, 4.338, -4.230], [0.949, 6.626, -3.307], [0.303, 6.986, -0.949], [-0.214, 5.060, 0.501], [-0.235, 0.042, 2.749], [0.026, -1.299, 3.915], [-0.410, -2.861, 3.232], [-0.610, -1.094, 4.767], [1.075, -1.312, 4.184], [1.551, -4.204, 0.901], [2.671, -4.258, 0.263], [3.222, -5.548, -0.025], [4.412, -5.637, -0.685], [5.081, -4.463, -1.081], [4.537, -3.180, -0.804], [3.350, -3.065, -0.145], [2.757, -1.737, 0.157], [3.255, -0.686, -0.287], [1.714, -1.686, 0.896], [1.343, -3.239, 1.106], [2.674, -6.422, 0.306], [4.841, -6.607, -0.900], [6.024, -4.539, -1.608], [5.060, -2.283, -1.108]]}